The following is a DFT calculation (ωB97M-V with the def2-TZVPD basis set) of a gas-phase ion, C5H8O8P (charge -1).

Element x y z (Å)
1 O 1.998 -1.235 1.148
2 C 1.220 -0.421 0.720
3 C 1.506 1.035 0.361
4 O 2.283 1.207 -0.827
5 O 0.320 1.720 0.333
6 C -0.738 0.775 -0.047
7 C -2.035 1.454 0.424
8 O -2.078 1.729 1.771
9 C -0.283 -0.527 0.668
10 O -0.776 -1.663 0.025
11 P -0.051 -1.985 -1.442
12 O -0.835 -2.191 -2.641
13 O 0.888 -0.826 -1.492
14 O 0.881 -3.329 -1.227
15 H 1.991 1.513 1.194
16 H 2.098 0.427 -1.334
17 H -0.731 0.598 -1.048
18 H -2.771 0.811 0.251
19 H -2.203 2.404 -0.163
20 H -1.327 2.433 1.929
21 H -0.685 -0.642 1.778
22 H 1.328 -3.287 -0.378

Results
HOMO: -6.028 eV
Energy above the lowest of the compared OMol25 structures with the same formula, charge and spin: 148.3 kJ/mol
Maximum force: 4.482 eV/A
Total charge: -1
Gap between HOMO and LUMO: 9.2 eV

***

The following is a DFT calculation (ωB97M-V with the def2-TZVPD basis set) of a molecular structure, C13H26FeGeN3O2Si.

Element x y z (Å)
1 Fe -1.039 -2.801 -0.591
2 C -3.712 -5.502 -1.151
3 C -3.940 -4.158 -0.501
4 C -5.183 -3.849 -0.006
5 C -5.357 -2.743 0.832
6 C -4.279 -1.910 1.014
7 C -3.022 -2.209 0.401
8 N -2.863 -3.405 -0.297
9 N -1.922 -1.467 0.341
10 Si -1.805 0.261 0.820
11 C -0.381 0.965 -0.170
12 C -1.337 0.262 2.683
13 C -3.375 1.063 0.133
14 H -3.652 -6.278 -0.372
15 H -2.696 -5.638 -1.648
16 H -4.550 -5.745 -1.901
17 H -5.986 -4.531 -0.266
18 H -6.257 -2.623 1.388
19 H -4.366 -0.889 1.361
20 H 0.312 1.595 0.457
21 H -0.743 1.463 -1.147
22 H 0.236 0.108 -0.628
23 H -0.488 -0.379 3.034
24 H -2.110 -0.083 3.404
25 H -1.085 1.272 2.848
26 H -4.069 1.073 0.952
27 H -3.823 0.547 -0.721
28 H -3.032 2.052 -0.168
29 O 4.275 0.750 1.056
30 N 2.518 0.104 1.577
31 O 2.380 -0.007 2.694
32 C 4.163 2.822 -2.899
33 Ge 4.522 2.598 -0.918
34 C 3.015 3.605 -0.120
35 C 6.262 3.047 -0.157
36 C 4.419 0.743 -0.343
37 H 4.736 3.687 -3.279
38 H 3.057 3.063 -3.081
39 H 4.434 1.880 -3.433
40 H 3.168 4.716 -0.133
41 H 2.935 3.313 0.932
42 H 2.052 3.324 -0.507
43 H 6.912 3.540 -0.885
44 H 6.690 2.185 0.318
45 H 6.067 3.750 0.670
46 H 5.327 0.132 -0.692
47 H 3.592 0.297 -0.903

Results
HOMO (spin up / spin down): -2.016 / -3.226 eV
Energy above the lowest of the compared OMol25 structures with the same formula, charge and spin: 393.0 kJ/mol
Maximum force: 5.437 eV/A
Expectation value of S²: 6.190
Total charge: -1
Multiplicity: 5
Gap between HOMO and LUMO (spin up / spin down): 4.0 / 5.7 eV

***

| no. | E (eV) |
| --- | --- |
| 1 | -30987.62760 |
| 2 | -121244.62118 |